{
  "formula": "C5H4N2",
  "method": "wB97M-V/def2-TZVPD",
  "elements": ["C", "C", "C", "C", "C", "N", "N", "H", "H", "H", "H"],
  "coordinates": [[-2.99850, -0.96272, 0.00931], [-1.74785, -0.89142, 0.13109], [-0.41371, -0.55302, 0.10376], [0.04092, 0.73964, 0.63110], [1.39551, 0.86277, 0.02729], [1.67578, -0.13435, -0.74260], [0.56469, -0.94906, -0.72609], [-1.00950, 0.89499, 0.08847], [-0.16930, 1.09702, 1.63495], [2.16155, 1.60841, 0.22448], [0.50040, -1.71226, -1.38177]],
  "atomic_forces_ev_per_a": [[0.89, 0.03, 0.11], [-0.71, -1.41, -0.01], [-0.15, -0.48, -0.24], [-0.79, 0.14, -0.28], [-0.29, 0.02, -0.27], [-0.22, 0.32, 0.44], [-0.38, -0.34, 0.16], [1.88, 2.16, 0.07], [0.10, -0.37, 0.03], [-0.33, -0.10, -0.04], [0.01, 0.04, 0.03]],
  "orbital_gap_ev": [8.80, 8.80],
  "e_above_lowest_kj_mol": 559.7,
  "e_tot_ev": -8223.693,
  "charge": 0,
  "largest_force_ev_per_a": 2.864
}